The following is a DFT calculation (wB97M-V/def2-TZVPD) of a 4-piece molecular cluster, C19H31N2O7 overall.

Charge: +1
Relative energy (zero: lowest compared OMol25 entry of this formula, charge and spin), kJ/mol: 0.0
HOMO level, hartree: -0.437
Gap between HOMO and LUMO, eV: 8.895

Geometry (Å):
C: -4.26181 4.80043 1.18673
C: -4.71628 3.45527 0.58581
C: -5.92262 2.82177 1.30327
C: -5.61098 1.65720 2.24780
N: -4.70122 0.67794 1.64359
C: -4.97626 -0.10602 0.54872
C: -3.87465 -0.83755 0.27929
N: -2.95329 -0.47619 1.22504
O: -1.69738 -0.99016 1.31174
C: -3.45962 0.43676 2.04327
H: -3.83634 5.44070 0.41468
H: -5.09867 5.31467 1.65995
H: -3.48876 4.64421 1.94313
H: -4.99060 3.61383 -0.45859
H: -3.85561 2.78071 0.57122
H: -6.62547 2.44772 0.55254
H: -6.46317 3.58110 1.87195
H: -6.53836 1.11999 2.46081
H: -5.20718 1.96992 3.21093
H: -5.92597 -0.08368 0.04001
H: -3.67301 -1.55812 -0.49469
H: -1.08472 -0.30274 0.99211
H: -2.96817 0.91017 2.87801
O: 2.49424 2.44608 -1.35985
C: 2.29348 1.27822 -1.21221
O: 1.04688 0.80516 -0.91843
C: 1.10849 -0.61478 -0.67289
C: 2.37031 -1.09874 -1.37361
C: 3.27336 0.12341 -1.25389
H: 1.18116 -0.75634 0.40860
H: 0.19856 -1.07139 -1.06633
H: 2.78227 -2.00025 -0.92790
H: 2.16349 -1.29869 -2.42158
H: 3.83138 0.12585 -0.31580
H: 3.96021 0.23063 -2.08836
O: 2.53960 -0.97830 2.03515
C: 2.66118 -0.08648 2.82938
O: 2.93134 -0.31201 4.12675
C: 2.93899 0.92474 4.86531
C: 3.19500 2.00727 3.82249
C: 2.53401 1.40842 2.58139
H: 1.96785 1.03582 5.35270
H: 3.70863 0.86278 5.62920
H: 2.80814 2.98072 4.11410
H: 4.26648 2.10853 3.65067
H: 1.47255 1.65808 2.51455
H: 3.02246 1.68575 1.65057
O: 3.91503 -2.10787 -3.65055
C: 3.76745 -3.19041 -4.14174
O: 4.36488 -4.29113 -3.64045
C: 4.10734 -5.43186 -4.48031
C: 2.83751 -5.08015 -5.24813
C: 2.96107 -3.56177 -5.37208
H: 4.96624 -5.57099 -5.13908
H: 4.00492 -6.30824 -3.84623
H: 2.75607 -5.60353 -6.19773
H: 1.96196 -5.33107 -4.64783
H: 3.53102 -3.26268 -6.25306
H: 2.00662 -3.04272 -5.37012

So, what does the Löwdin scheme give us? The charges, in e, come out as: atom 1 (C): -0.09, atom 2 (C): -0.24, atom 3 (C): -0.17, atom 4 (C): -0.10, atom 5 (N): -0.05, atom 6 (C): 0.01, atom 7 (C): 0.05, atom 8 (N): -0.10, atom 9 (O): 0.11, atom 10 (C): 0.02, atom 11 (H): 0.08, atom 12 (H): 0.07, atom 13 (H): 0.07, atom 14 (H): 0.11, atom 15 (H): 0.09, atom 16 (H): 0.11, atom 17 (H): 0.12, atom 18 (H): 0.14, atom 19 (H): 0.14, atom 20 (H): 0.15, atom 21 (H): 0.15, atom 22 (H): 0.13, atom 23 (H): 0.18, atom 24 (O): 0.12, atom 25 (C): -0.49, atom 26 (O): 0.00, atom 27 (C): -0.18, atom 28 (C): -0.15, atom 29 (C): -0.06, atom 30 (H): 0.08, atom 31 (H): 0.12, atom 32 (H): 0.13, atom 33 (H): 0.10, atom 34 (H): 0.12, atom 35 (H): 0.13, atom 36 (O): 0.11, atom 37 (C): -0.48, atom 38 (O): 0.04, atom 39 (C): -0.14, atom 40 (C): -0.14, atom 41 (C): -0.07, atom 42 (H): 0.13, atom 43 (H): 0.13, atom 44 (H): 0.12, atom 45 (H): 0.12, atom 46 (H): 0.13, atom 47 (H): 0.12, atom 48 (O): 0.11, atom 49 (C): -0.48, atom 50 (O): 0.03, atom 51 (C): -0.15, atom 52 (C): -0.15, atom 53 (C): -0.07, atom 54 (H): 0.13, atom 55 (H): 0.13, atom 56 (H): 0.12, atom 57 (H): 0.12, atom 58 (H): 0.13, atom 59 (H): 0.12

=====

The following is a DFT calculation (wB97M-V/def2-TZVPD) of an isolated ion of composition C4H11NS2 and charge -1 in a non-equilibrium geometry.

Multiplicity: 2
Charge: -1
Relative energy (zero: lowest compared OMol25 entry of this formula, charge and spin), kJ/mol: 109.0
<S²>: 0.754
HOMO level (spin up / spin down), hartree: -0.012 / -0.097
Gap between HOMO and LUMO (spin up / spin down), eV: 4.254 / 6.387

Geometry (Å):
N: -2.71222 0.85502 -0.13584
C: -1.70452 1.91254 -0.35592
C: -0.68493 1.57968 -1.41942
S: 0.53552 0.22000 -1.38467
S: 0.69873 0.00404 0.88850
C: 1.25394 -1.78208 1.23952
C: 2.53300 -2.09550 0.37843
H: -2.48306 0.15321 0.57034
H: -3.40987 1.39622 0.36795
H: -2.22091 2.86042 -0.56674
H: -1.14329 2.21487 0.55098
H: -1.32206 1.41292 -2.29899
H: -0.03186 2.42467 -1.69084
H: 1.67822 -1.91901 2.24443
H: 0.40167 -2.44320 0.97194
H: 2.34561 -2.47795 -0.68673
H: 2.92303 -2.94537 1.00559
H: 3.34301 -1.37047 0.32147

So, what does the Löwdin scheme give us? The charges, in e, come out as: atom 1 (N): -0.02, atom 2 (C): -0.42, atom 3 (C): -0.68, atom 4 (S): 0.22, atom 5 (S): 0.20, atom 6 (C): -0.63, atom 7 (C): -0.24, atom 8 (H): 0.04, atom 9 (H): 0.04, atom 10 (H): 0.10, atom 11 (H): 0.07, atom 12 (H): 0.04, atom 13 (H): 0.03, atom 14 (H): 0.03, atom 15 (H): 0.05, atom 16 (H): 0.07, atom 17 (H): 0.05, atom 18 (H): 0.04

=====

The following is a DFT calculation (wB97M-V/def2-TZVPD) of C30H29F12MgO17 as an isolated structure in a non-equilibrium geometry.

Charge: -3
HOMO level, hartree: 0.091
Gap between HOMO and LUMO, eV: 2.349

Geometry (Å):
Mg: 0.62764 -0.71921 0.14994
C: 1.45692 -4.83734 -0.04585
C: 2.38426 -5.63744 -0.88752
C: 3.28462 -4.76319 -1.92202
O: 4.24917 -5.41520 -2.45976
C: 2.92379 -3.31798 -2.15414
C: 2.03801 -2.72799 -1.34136
C: 1.25032 -3.48088 -0.33874
O: 0.46146 -2.82646 0.44452
O: 1.91751 -1.44516 -1.42912
O: 2.75229 -6.80640 -0.79907
H: 0.75094 -5.21450 0.67923
H: 3.44534 -2.84003 -2.97019
C: -2.69154 0.76377 4.72145
C: -1.64555 1.58268 5.34320
C: -0.14359 1.62416 4.75928
O: 0.71958 1.81248 5.65172
C: 0.07144 0.99795 3.47912
C: -0.94362 0.25513 2.93278
C: -2.37603 0.16363 3.55602
O: -3.25038 -0.70304 3.12597
O: -0.62839 -0.19319 1.75800
O: -1.67388 1.98768 6.49914
H: -3.67355 0.73635 5.17014
H: 0.98076 1.24424 2.95103
C: -2.99462 -4.13480 -0.67536
C: -3.59991 -4.55663 0.72360
O: -3.87584 -3.69168 1.73230
H: -2.51231 -3.16363 -0.78629
H: -3.74275 -4.07281 -1.46566
H: -2.28604 -4.90307 -0.98483
H: -2.96035 -5.31383 1.17716
H: -4.54906 -5.02507 0.46328
C: -2.20533 -2.65691 -4.63790
C: -1.27484 -1.59940 -4.02500
O: -2.10923 -0.68459 -3.30542
C: -1.92205 -0.55394 -1.90270
O: -0.89226 -0.68589 -1.26128
C: -3.15833 -0.03625 -1.24169
F: -4.13765 0.25579 -2.06270
F: -3.57477 -0.83441 -0.28052
F: -2.85877 1.08585 -0.63499
H: -3.09774 -2.19724 -5.06265
H: -2.42755 -3.41765 -3.88957
H: -1.64682 -3.11982 -5.45147
H: -0.88370 -0.90458 -4.76819
H: -0.39471 -2.03125 -3.54857
C: 2.46890 4.52440 2.06186
C: 1.72242 3.31074 1.37447
O: 1.80643 3.30153 -0.07779
C: 1.51762 2.21019 -0.83726
O: 1.05950 1.15349 -0.34924
C: 1.67590 2.44916 -2.37024
F: 1.47933 3.73636 -2.77432
F: 2.90749 2.15655 -2.67473
F: 0.64285 1.79953 -2.98222
H: 2.29180 4.43575 3.13372
H: 2.14513 5.43597 1.55956
H: 3.53563 4.40427 1.87277
H: 0.68427 3.28745 1.70585
H: 2.19213 2.40537 1.75888
C: -4.16701 3.47443 -2.79075
C: -3.53343 4.79210 -2.23184
O: -3.24433 4.68816 -0.87161
C: -2.09394 4.07236 -0.41304
O: -1.27465 3.45982 -1.12430
C: -1.83054 4.45623 1.06475
F: -0.76443 5.29371 1.26186
F: -2.87565 5.01063 1.72870
F: -1.59509 3.32409 1.69653
H: -5.14308 3.23443 -2.36910
H: -3.55351 2.59703 -2.58609
H: -4.25292 3.59023 -3.87117
H: -4.16757 5.67107 -2.34747
H: -2.61995 4.88606 -2.81906
C: 5.48451 -0.53341 -0.50700
C: 4.99234 0.24291 0.75802
O: 4.59584 -0.51777 1.83944
C: 3.33568 -0.93841 2.09797
O: 2.38253 -0.57459 1.40622
C: 3.09754 -1.85997 3.31545
F: 3.49750 -3.09740 2.99078
F: 3.66572 -1.40992 4.48375
F: 1.75848 -2.04055 3.55559
H: 6.17623 -1.32597 -0.22155
H: 5.99296 0.08906 -1.24328
H: 4.58588 -0.95597 -0.95644
H: 4.32791 1.09340 0.60538
H: 5.91080 0.66897 1.16175

So, what does the Löwdin scheme give us? The charges, in e, come out as: atom 1 (Mg): 0.66, atom 2 (C): 0.03, atom 3 (C): -0.35, atom 4 (C): -0.27, atom 5 (O): -0.07, atom 6 (C): -0.01, atom 7 (C): -0.41, atom 8 (C): -0.35, atom 9 (O): -0.06, atom 10 (O): -0.12, atom 11 (O): -0.02, atom 12 (H): 0.10, atom 13 (H): 0.09, atom 14 (C): -0.05, atom 15 (C): -0.38, atom 16 (C): -0.34, atom 17 (O): -0.05, atom 18 (C): -0.05, atom 19 (C): -0.29, atom 20 (C): -0.38, atom 21 (O): -0.07, atom 22 (O): -0.12, atom 23 (O): -0.07, atom 24 (H): 0.09, atom 25 (H): 0.07, atom 26 (C): -0.12, atom 27 (C): -0.58, atom 28 (O): -0.36, atom 29 (H): 0.02, atom 30 (H): 0.02, atom 31 (H): 0.04, atom 32 (H): 0.05, atom 33 (H): 0.03, atom 34 (C): -0.05, atom 35 (C): -0.21, atom 36 (O): -0.01, atom 37 (C): -0.22, atom 38 (O): 0.13, atom 39 (C): -0.62, atom 40 (F): 0.18, atom 41 (F): 0.23, atom 42 (F): 0.19, atom 43 (H): 0.07, atom 44 (H): 0.07, atom 45 (H): 0.07, atom 46 (H): 0.11, atom 47 (H): 0.13, atom 48 (C): -0.03, atom 49 (C): -0.17, atom 50 (O): 0.03, atom 51 (C): -0.24, atom 52 (O): 0.09, atom 53 (C): -0.51, atom 54 (F): 0.13, atom 55 (F): 0.21, atom 56 (F): 0.15, atom 57 (H): 0.09, atom 58 (H): 0.06, atom 59 (H): 0.06, atom 60 (H): 0.10, atom 61 (H): 0.10, atom 62 (C): -0.05, atom 63 (C): -0.22, atom 64 (O): 0.00, atom 65 (C): -0.25, atom 66 (O): 0.14, atom 67 (C): -0.50, atom 68 (F): 0.14, atom 69 (F): 0.15, atom 70 (F): 0.20, atom 71 (H): 0.08, atom 72 (H): 0.05, atom 73 (H): 0.07, atom 74 (H): 0.12, atom 75 (H): 0.12, atom 76 (C): -0.02, atom 77 (C): -0.22, atom 78 (O): 0.03, atom 79 (C): -0.23, atom 80 (O): 0.10, atom 81 (C): -0.45, atom 82 (F): 0.17, atom 83 (F): 0.13, atom 84 (F): 0.17, atom 85 (H): 0.08, atom 86 (H): 0.07, atom 87 (H): 0.06, atom 88 (H): 0.12, atom 89 (H): 0.11

=====

| no. | electronic energy (Eh) |
| --- | --- |
| 1 | -1378.52303 |
| 2 | -1010.07785 |
| 3 | -3838.02599 |